Here is C34H90FeN4O14Ti as an isolated structure in a non-equilibrium geometry from the Open Molecules 2025 dataset. Energies are from ωB97M-V/def2-TZVPD.

```
! wB97M-V def2-TZVPD RIJCOSX def2/J DEFGRID3
* xyz 2 9
Fe 3.800 0.337 0.835
Ti 1.789 -0.003 3.619
C 3.440 -2.911 0.104
C 4.656 -2.242 -0.493
C 5.066 -3.016 -1.730
O 4.468 -0.911 -0.801
H 2.592 -3.035 -0.570
H 3.124 -2.431 1.030
H 3.683 -3.943 0.355
H 5.491 -2.317 0.205
H 5.378 -4.020 -1.442
H 5.995 -2.674 -2.187
H 4.292 -3.199 -2.474
C -0.585 -0.605 1.780
C 0.337 -0.242 0.633
C -0.169 0.936 -0.193
O 1.642 -0.006 1.113
H -1.612 -0.763 1.451
H -0.587 0.200 2.516
H -0.234 -1.523 2.252
H 0.471 -1.162 0.063
H -0.413 1.796 0.431
H -1.072 0.684 -0.749
H 0.583 1.284 -0.901
C 0.100 -4.585 -3.361
O -1.177 -3.904 -3.411
C -1.698 -3.495 -2.175
C -3.069 -2.721 -2.323
N -2.904 -1.361 -2.797
C -2.759 -1.209 -4.223
C -2.298 0.227 -4.624
O -0.950 0.481 -4.078
C -0.571 1.838 -4.094
H 0.020 -5.668 -3.261
H 0.791 -4.119 -2.660
H 0.532 -4.458 -4.354
H -0.973 -2.922 -1.598
H -1.900 -4.329 -1.502
H -3.523 -2.543 -1.349
H -3.808 -3.273 -2.903
H -2.050 -0.963 -2.432
H -3.716 -1.540 -4.626
H -2.088 -1.943 -4.668
H -3.022 0.986 -4.329
H -2.238 0.300 -5.710
H -1.385 2.520 -3.851
H -0.201 2.057 -5.096
H 0.262 2.026 -3.417
C 1.191 4.858 -2.165
O 1.770 3.756 -1.559
C 3.098 3.523 -2.079
C 3.636 2.218 -1.450
N 3.555 2.321 0.020
C 4.641 3.111 0.644
C 5.976 2.379 0.646
O 5.872 0.959 0.844
C 7.116 0.239 1.088
H 1.881 5.692 -2.034
H 0.317 5.270 -1.660
H 0.931 4.756 -3.218
H 3.628 4.429 -1.785
H 3.127 3.344 -3.153
H 4.627 1.983 -1.840
H 2.932 1.434 -1.728
H 2.758 2.941 0.029
H 4.435 3.322 1.694
H 4.725 4.094 0.182
H 6.640 2.702 1.448
H 6.461 2.530 -0.318
H 7.722 0.465 0.210
H 6.934 -0.835 1.080
H 7.672 0.506 1.987
C -3.651 4.069 -2.231
O -4.283 3.110 -1.382
C -3.428 2.045 -0.991
C -4.324 0.903 -0.439
N -4.961 0.008 -1.412
C -5.819 0.793 -2.311
C -6.452 -0.006 -3.437
O -6.955 0.899 -4.396
C -7.738 0.148 -5.337
H -2.698 4.375 -1.799
H -4.334 4.917 -2.268
H -3.496 3.707 -3.248
H -2.678 2.383 -0.275
H -2.864 1.611 -1.817
H -5.144 1.246 0.193
H -3.606 0.291 0.107
H -4.246 -0.478 -1.934
H -5.213 1.510 -2.864
H -6.540 1.324 -1.690
H -7.196 -0.723 -3.091
H -5.706 -0.663 -3.884
H -8.590 -0.352 -4.876
H -7.097 -0.579 -5.836
H -8.136 0.844 -6.075
C 1.319 3.329 3.247
O 0.776 2.230 3.963
C 0.849 2.427 5.379
C 0.274 1.219 6.074
N 1.095 0.033 5.888
C 0.297 -1.174 6.113
C 1.242 -2.319 5.687
O 1.570 -2.249 4.387
C 2.452 -3.303 3.935
H 0.660 4.173 3.451
H 1.402 3.072 2.191
H 2.309 3.483 3.677
H 0.209 3.277 5.615
H 1.863 2.622 5.729
H -0.745 1.184 5.689
H 0.201 1.464 7.134
H 1.825 0.021 6.586
H -0.646 -1.223 5.568
H 0.078 -1.294 7.174
H 0.669 -3.242 5.775
H 2.163 -2.427 6.260
H 3.377 -3.310 4.511
H 2.694 -3.205 2.877
H 1.959 -4.244 4.180
C -2.744 3.153 2.574
O -3.043 1.810 2.846
H -3.448 3.750 1.994
H -2.404 3.705 3.450
H -1.875 3.299 1.932
H -2.229 1.422 3.175
C 1.862 -1.208 -3.291
O 3.301 -1.116 -3.435
H 1.676 -1.799 -2.395
H 1.329 -0.287 -3.055
H 1.321 -1.650 -4.128
H 3.633 -1.177 -2.536
C -3.378 -1.451 4.107
O -3.043 -2.364 5.146
H -4.393 -1.719 3.814
H -3.451 -0.414 4.435
H -2.685 -1.593 3.278
H -3.069 -3.215 4.702
C 0.584 -4.545 1.257
O 0.859 -5.571 2.226
H -0.457 -4.582 0.936
H 0.728 -3.576 1.734
H 1.264 -4.582 0.406
H 1.773 -5.850 2.136
*
```

The calculation puts the highest occupied orbital energy (spin up / spin down) at -11.10 / -11.10 eV. For the electronic energy, the calculation gives -4734.0674 Ha. Its max |F| is 5.02 eV/Å.